{"formula": "C3H7N3", "method": "ωB97M-V/def2-TZVPD", "lumo_ev": 0.8716, "gap_ha": 0.351, "largest_force_ev_per_a": 2.6, "energy_ev": -7692.8618, "species": ["C", "N", "C", "N", "C", "N", "H", "H", "H", "H", "H", "H", "H"], "xyz": [[-1.7037, -1.1839, 0.6415], [-1.1000, -1.5088, -0.4417], [-0.3817, -0.4149, -1.0295], [-0.3696, 0.6674, -0.0476], [0.6852, 1.1705, 0.4393], [1.9871, 0.9089, 0.1311], [-2.2681, -0.2760, 0.8828], [-1.9860, -1.9966, 1.3037], [-0.9567, -0.0541, -1.8988], [0.6095, -0.7833, -1.3421], [0.5490, 2.0124, 1.1113], [2.2173, 0.0729, -0.3775], [2.7178, 1.3856, 0.6274]], "forces_ev_per_a": [[-1.837, -1.722, -0.755], [0.691, -0.176, 2.203], [-0.532, 1.257, -0.159], [0.257, 0.636, -0.615], [-0.262, 0.315, -0.667], [0.220, -0.183, -0.041], [1.248, 0.399, -0.004], [-0.260, -0.437, -0.145], [0.548, -0.022, -0.060], [-0.319, 0.020, -0.103], [0.124, -0.034, 0.293], [0.147, 0.113, 0.055], [-0.026, -0.167, -0.002]], "lowdin_charge": [-0.08, -0.02, -0.30, -0.02, -0.30, 0.09, 0.08, 0.05, 0.12, 0.10, 0.11, 0.08, 0.09]}

{"formula": "C3H7N3", "method": "ωB97M-V/def2-TZVPD", "lumo_ev": 0.6639, "gap_ha": 0.355, "largest_force_ev_per_a": 5.9, "energy_ev": -7690.5450, "species": ["H", "N", "C", "N", "C", "C", "N", "H", "H", "H", "H", "H", "H"], "xyz": [[-2.3307, 0.0119, 1.1910], [-1.3804, -0.3123, 0.6948], [-0.7211, 0.2814, -0.2629], [-0.9816, 1.5359, -0.7904], [0.6491, -0.1736, -0.5453], [1.4730, -0.2805, 0.6791], [1.1675, -1.4429, 0.1128], [-2.2107, 1.7747, -0.8749], [-0.1540, 2.0800, -0.8733], [1.1005, 0.2827, -1.3005], [2.3872, 0.0078, 0.3414], [0.9333, -0.0872, 1.6205], [0.2288, -1.4974, 0.5506]], "forces_ev_per_a": [[3.005, -0.198, -2.228], [-1.519, -0.131, -0.131], [-1.661, 0.650, 2.922], [-5.734, -1.291, -0.434], [-1.807, -1.349, 2.857], [-0.439, 3.297, 2.465], [-3.609, -2.791, -2.547], [5.830, -0.239, 0.479], [-0.262, 1.239, -0.595], [1.936, 1.121, -3.539], [3.222, 1.413, 0.848], [1.064, 0.686, -0.215], [-0.025, -2.408, 0.118]], "lowdin_charge": [0.11, 0.06, -0.51, 0.06, -0.22, -0.24, 0.07, 0.24, 0.06, 0.08, 0.08, 0.14, 0.07]}

{"formula": "C3H7N3O", "method": "ωB97M-V/def2-TZVPD", "lumo_ev": 0.6089, "gap_ha": 0.379, "largest_force_ev_per_a": 6.5, "energy_ev": -9740.4310, "species": ["H", "N", "C", "N", "C", "N", "H", "O", "C", "H", "H", "H", "H", "H"], "xyz": [[1.1248, -2.2159, 0.3875], [1.2692, -2.2869, 1.4840], [1.2089, -1.1156, 1.8774], [0.8938, 0.1308, 1.0508], [0.2473, 0.0805, -0.1377], [0.3345, -0.9551, -0.9106], [-0.2657, -0.7034, -1.7606], [-0.5723, 1.1771, -0.1682], [-1.2696, 1.4942, -1.4537], [1.1866, -1.0122, 2.9634], [0.2701, 0.7384, 1.8353], [-0.5817, 1.5860, -2.2228], [-1.8907, 2.4118, -1.2692], [-1.9550, 0.6704, -1.6757]], "forces_ev_per_a": [[0.359, -0.685, 2.304], [0.025, -0.502, -3.679], [-1.219, 1.392, -0.626], [-0.978, 0.457, 6.400], [-1.167, -1.277, 0.005], [-1.277, 2.542, -1.551], [1.087, -0.967, 1.254], [-0.431, 0.374, -2.155], [-1.470, -0.548, 3.001], [0.312, 1.133, -0.149], [2.393, -1.637, -3.257], [1.378, 0.489, -1.422], [0.969, -0.875, -0.123], [0.020, 0.104, -0.004]], "lowdin_charge": [0.07, 0.08, -0.28, 0.05, -0.57, 0.12, 0.07, -0.09, -0.02, 0.10, 0.21, 0.06, 0.11, 0.09]}

{"formula": "C3H7N3O", "method": "ωB97M-V/def2-TZVPD", "lumo_ev": 0.5988, "gap_ha": 0.368, "largest_force_ev_per_a": 4.7, "energy_ev": -9740.0220, "species": ["H", "N", "C", "N", "C", "O", "N", "C", "H", "H", "H", "H", "H", "H"], "xyz": [[-4.0569, -0.3280, -0.5550], [-3.2843, -0.1312, 0.0708], [-2.1893, -0.2020, -0.5640], [-1.0153, 0.0229, 0.1026], [0.2073, -0.0068, -0.5317], [0.3898, -0.1110, -1.7294], [1.1963, 0.1291, 0.3606], [2.6235, 0.0747, 0.0756], [-2.0184, -0.4338, -1.6187], [-1.0758, 0.2324, 1.0905], [1.0684, -0.0136, 1.3495], [2.9220, 0.3316, -0.9350], [2.8753, -1.0197, 0.1434], [2.3083, 1.1202, 0.5926]], "forces_ev_per_a": [[-0.102, -0.015, 0.012], [-0.027, -0.067, -0.289], [-0.270, 0.025, 0.043], [-0.444, 0.011, -0.106], [-0.247, -0.391, -0.174], [-0.318, -0.012, 0.116], [-1.406, -1.168, -0.369], [-1.087, 1.237, -0.404], [-0.210, 0.045, 0.107], [-0.077, -0.043, -0.214], [-0.659, 0.028, -0.165], [-0.732, 0.258, -0.238], [1.039, 1.404, 1.238], [4.542, -1.313, 0.441]], "lowdin_charge": [0.04, 0.08, -0.29, 0.09, -0.58, 0.07, -0.08, -0.07, 0.13, 0.15, 0.13, 0.06, 0.10, 0.17]}

{"formula": "C3H7N3O", "method": "ωB97M-V/def2-TZVPD", "lumo_ev": 1.0314, "gap_ha": 0.356, "largest_force_ev_per_a": 0.8, "energy_ev": -9740.4100, "species": ["C", "N", "C", "N", "C", "O", "N", "H", "H", "H", "H", "H", "H", "H"], "xyz": [[1.8226, 0.9915, -0.5282], [1.7520, -0.4245, -0.8126], [1.1277, -1.2914, -0.2471], [0.5149, -2.2863, 0.1876], [-1.2668, 0.1400, 0.2686], [-1.8837, -0.9563, 0.6937], [-2.1430, 1.1434, 0.2224], [2.5498, 1.1885, 0.2667], [0.8320, 1.3338, -0.2099], [2.1435, 1.5232, -1.4267], [-1.2030, -1.6654, 0.6438], [1.0491, -2.8787, 0.8139], [-1.8298, 2.0373, -0.1170], [-3.1262, 1.0356, 0.4536]], "forces_ev_per_a": [[0.040, 0.204, 0.044], [-0.407, -0.583, 0.293], [0.277, 0.068, -0.130], [0.237, 0.330, -0.146], [-0.494, 0.190, 0.056], [0.225, 0.048, -0.110], [0.142, -0.036, -0.042], [-0.098, -0.057, -0.112], [0.202, -0.008, -0.052], [-0.044, -0.109, 0.123], [-0.071, 0.055, 0.007], [-0.001, 0.059, -0.022], [-0.091, -0.117, 0.091], [0.082, -0.043, -0.001]], "lowdin_charge": [-0.12, 0.05, -0.31, 0.10, -0.25, -0.02, 0.07, 0.08, 0.03, 0.07, 0.03, 0.08, 0.08, 0.10]}

{"formula": "C3H7N3O", "method": "ωB97M-V/def2-TZVPD", "lumo_ev": 0.1035, "gap_ha": 0.326, "largest_force_ev_per_a": 4.1, "energy_ev": -9737.1366, "species": ["C", "C", "C", "N", "N", "N", "O", "H", "H", "H", "H", "H", "H", "H"], "xyz": [[1.1773, 0.2649, -0.2599], [2.2082, -0.4590, 0.5420], [-2.6312, 0.3098, 0.1521], [0.4646, -0.5738, -1.2801], [-0.7407, -0.6225, -1.0321], [-1.2899, 0.0784, -0.1922], [0.1888, 0.8882, 0.4372], [1.7932, 0.9809, -0.9719], [2.8267, -1.0650, -0.2223], [1.8871, -1.0637, 1.3374], [2.8000, 0.3339, 0.8018], [-2.7269, 0.0671, 1.2223], [-2.9142, 1.3684, -0.0482], [-3.0431, -0.5077, -0.4861]], "forces_ev_per_a": [[-0.643, 1.736, -1.875], [0.425, -1.762, -3.293], [-0.048, -0.302, 0.451], [-0.202, -1.748, -0.295], [0.530, -0.710, -2.046], [3.628, 1.424, 1.320], [-1.331, 0.300, 0.510], [-1.278, -0.757, 1.300], [-0.938, 0.682, 1.265], [-0.581, -0.696, 1.034], [1.928, 1.569, 1.541], [-0.472, 0.153, -0.388], [-0.183, -0.951, -0.120], [-0.837, 1.061, 0.593]], "lowdin_charge": [-0.53, -0.05, -0.04, 0.06, -0.04, -0.07, -0.03, 0.16, 0.12, 0.06, 0.04, 0.09, 0.10, 0.12]}

{"formula": "C3H7N3O", "method": "ωB97M-V/def2-TZVPD", "lumo_ev": 0.7889, "gap_ha": 0.329, "largest_force_ev_per_a": 0.6, "energy_ev": -9741.7860, "species": ["C", "N", "C", "N", "C", "N", "O", "H", "H", "H", "H", "H", "H", "H"], "xyz": [[1.6663, 1.0264, -0.5310], [0.5058, 0.2247, -0.7447], [-0.0431, -0.6778, -0.0388], [0.3793, -1.8733, 0.4413], [-1.4178, -0.2808, 0.5141], [-1.9405, 0.7738, -0.1390], [-1.8693, -0.8144, 1.5178], [2.6437, 0.5372, -0.4267], [1.4629, 1.5763, 0.4013], [1.7234, 1.7793, -1.3234], [-0.2646, -2.3678, 1.0464], [1.2010, -2.3422, 0.0944], [-1.3651, 1.1734, -0.8711], [-2.7428, 1.2480, 0.2344]], "forces_ev_per_a": [[0.409, 0.112, -0.046], [-0.430, -0.099, 0.336], [0.064, 0.189, -0.153], [0.119, 0.129, 0.047], [-0.328, -0.158, 0.076], [-0.209, -0.126, 0.098], [-0.026, 0.026, -0.411], [-0.068, -0.130, -0.108], [0.324, 0.022, -0.140], [0.184, -0.205, 0.072], [0.150, 0.099, -0.109], [-0.082, 0.275, 0.113], [-0.071, -0.060, 0.233], [-0.036, -0.073, -0.008]], "lowdin_charge": [-0.14, -0.02, -0.37, 0.17, -0.48, 0.16, 0.04, 0.06, 0.08, 0.07, 0.10, 0.11, 0.09, 0.11]}

{"formula": "C3H7N3O", "method": "ωB97M-V/def2-TZVPD", "lumo_ev": 0.2124, "gap_ha": 0.339, "largest_force_ev_per_a": 4.0, "energy_ev": -9739.0119, "species": ["H", "N", "C", "C", "O", "C", "N", "N", "H", "H", "H", "H", "H", "H"], "xyz": [[0.5554, -2.3584, 1.4491], [0.0181, -1.7068, 0.8944], [0.3733, -0.7294, 0.2684], [1.7034, 0.1239, 0.2628], [1.4613, 1.4113, -0.0873], [-0.8919, 0.3743, -0.5211], [-2.0725, 0.1914, 0.1492], [-0.9278, 0.4779, -1.7946], [-0.0059, 0.6576, -2.1821], [2.1006, -0.0029, 1.2861], [2.3374, -0.3852, -0.4808], [0.3112, 1.4499, -0.0094], [-2.9263, 0.2176, -0.3859], [-2.0363, 0.2787, 1.1512]], "forces_ev_per_a": [[0.550, 0.314, -0.294], [-1.414, -0.673, -0.178], [0.504, 3.576, 0.297], [-0.304, -2.155, -0.261], [-3.923, 0.901, 0.401], [-0.553, -3.593, -0.110], [0.758, 0.396, 0.281], [0.436, 1.209, 0.266], [0.111, -0.505, -0.041], [0.118, 0.092, -0.328], [0.245, 0.228, 0.304], [3.991, 0.194, -0.456], [-0.015, 0.252, 0.293], [-0.505, -0.238, -0.173]], "lowdin_charge": [0.08, 0.17, -0.20, -0.29, -0.12, -0.46, 0.08, 0.11, 0.05, 0.12, 0.12, 0.16, 0.10, 0.09]}

{"formula": "C3H7N3O", "method": "ωB97M-V/def2-TZVPD", "lumo_ev": [0.6261, 0.6259], "gap_ha": [0.260, 0.260], "largest_force_ev_per_a": 2.7, "energy_ev": -9736.8070, "species": ["C", "N", "O", "C", "N", "C", "N", "H", "H", "H", "H", "H", "H", "H"], "xyz": [[0.7549, 1.5758, -0.4258], [0.8036, 0.0902, 0.5570], [1.9589, -0.7424, 0.5529], [-0.3320, -0.6087, 0.2976], [-0.4034, -1.9694, 0.2458], [-1.4080, 0.2492, 0.1312], [-2.4558, 0.2287, -0.5478], [-0.0090, 1.8080, -1.1589], [0.8405, 2.3751, 0.3002], [1.6828, 1.3895, -0.9633], [2.4471, -0.4603, 1.3365], [-1.1734, -2.3502, -0.2850], [0.4622, -2.4868, 0.2177], [-3.1685, 0.9013, -0.2581]], "forces_ev_per_a": [[1.718, -1.684, 1.172], [0.356, 1.716, -0.434], [-0.332, 0.544, -0.969], [-0.753, 0.365, -1.516], [0.119, 0.115, 0.597], [-0.470, -0.672, 1.548], [-0.234, -0.007, -1.378], [-0.496, -0.813, 0.271], [0.070, -0.118, 0.056], [0.120, 0.231, 0.152], [-0.195, 0.105, -0.079], [0.053, 0.198, 0.005], [-0.088, 0.153, 0.254], [0.133, -0.132, 0.322]], "lowdin_charge": [0.05, -0.10, -0.04, -0.42, 0.15, -0.21, 0.06, 0.05, 0.06, 0.06, 0.11, 0.10, 0.09, 0.03]}

{"formula": "C3H7N3O", "method": "ωB97M-V/def2-TZVPD", "lumo_ev": 0.9846, "gap_ha": 0.381, "largest_force_ev_per_a": 4.5, "energy_ev": -9737.5091, "species": ["H", "N", "C", "N", "O", "C", "C", "N", "H", "H", "H", "H", "H", "H"], "xyz": [[-1.3499, -0.2615, 2.7718], [-1.0846, 0.3809, 2.0063], [-0.4905, -0.1434, 0.9656], [0.0254, -1.5271, 0.8330], [-0.3162, -1.8994, -0.5620], [-0.2695, 0.7672, -0.2369], [1.1423, 1.2193, -0.7086], [0.3815, 0.2524, -1.5280], [-0.5228, -2.1921, 1.3909], [0.5557, -1.7113, -1.2139], [-0.9660, 1.6832, -0.3581], [1.6788, 0.6283, -0.0213], [1.5252, 2.1961, -1.1028], [-0.3093, 0.6075, -2.2359]], "forces_ev_per_a": [[0.601, 0.075, -0.670], [0.872, -1.163, -1.921], [-0.819, -0.003, 1.742], [-1.016, 1.867, -1.983], [2.800, -0.830, -0.732], [0.411, 2.260, -1.298], [-1.811, -0.614, -0.455], [-1.562, 1.376, 0.803], [0.234, 0.461, -0.216], [-3.257, -0.265, 3.047], [0.593, -2.231, 0.346], [2.163, -0.139, 0.044], [-0.844, -0.911, 0.805], [1.635, 0.117, 0.487]], "lowdin_charge": [0.05, 0.11, -0.36, 0.00, -0.19, -0.22, -0.11, -0.04, 0.12, 0.17, 0.16, 0.08, 0.12, 0.12]}

Q: Which energy above the lowest of the compared OMol25 structures with the same formula, charge and spin values were calculated for the entries above? A: 41.91, 95.34, 60.01, 69.44, 60.50, 135.98, 28.76, 92.74, 143.58, 127.39, in kcal per mole.